1:
{"formula": "C3H12O4", "method": "the ωB97M-V functional and the def2-TZVPD basis", "elements": ["C", "O", "C", "C", "O", "H", "H", "H", "H", "H", "H", "H", "H", "H", "H", "O", "H", "H", "O"], "xyz": [[0.07904, -0.05443, 1.03532], [-0.20624, -0.29330, 2.41805], [-0.32846, 1.32227, 0.53425], [-0.42822, 1.37134, -0.97261], [-0.80404, 2.65459, -1.45426], [-0.55011, -0.71060, 0.43734], [1.16287, -0.13309, 1.03967], [-0.34059, 0.50952, 2.93230], [0.21083, 2.16326, 0.97511], [-1.35967, 1.45092, 0.86926], [-1.16102, 0.62403, -1.32128], [0.46008, 1.12184, -1.56082], [-1.73853, 2.77027, -1.48132], [3.60464, -1.88034, -2.60095], [4.79985, -1.07463, -2.18026], [3.85374, -0.98148, -2.31436], [-2.43013, -3.70181, 1.45421], [-2.16161, -2.22150, 1.26953], [-2.66243, -2.93689, 0.92082]], "mulliken_charge": [-0.18, -0.53, -0.44, -0.60, -0.53, 0.20, 0.26, 0.30, 0.34, 0.28, 0.31, 0.30, 0.29, 0.32, 0.31, -0.63, 0.31, 0.34, -0.65], "gap_ev": 11.2, "total_charge": 0}

***

2:
{"formula": "C3H12O4", "method": "the ωB97M-V functional and the def2-TZVPD basis", "elements": ["C", "O", "C", "C", "O", "H", "H", "H", "H", "H", "H", "H", "H", "H", "H", "O", "H", "H", "O"], "xyz": [[-0.31791, 1.06700, 1.18529], [0.38895, 1.26734, 2.37386], [0.51924, -0.06158, 0.47685], [-0.05563, -0.35052, -0.88935], [0.73319, -1.32492, -1.65331], [-0.46901, 1.86194, 0.45716], [-1.28455, 0.74317, 1.54919], [0.23364, 2.09988, 2.83148], [0.63085, -1.08025, 0.95348], [1.50389, 0.40354, 0.39330], [-0.10968, 0.44894, -1.63581], [-1.03634, -0.71034, -0.68319], [1.68253, -1.22233, -1.38335], [-2.95630, 1.39771, -1.80150], [-2.63551, 2.87621, -1.85342], [-2.32499, 1.99865, -1.43580], [1.83166, -3.89589, 0.57108], [1.44613, -2.46549, 0.20366], [2.21986, -3.05304, 0.34037]], "mulliken_charge": [-0.51, -0.51, -0.57, -0.20, -0.59, 0.31, 0.32, 0.29, 0.33, 0.27, 0.32, 0.23, 0.33, 0.30, 0.30, -0.59, 0.28, 0.30, -0.61], "gap_ev": 10.6, "total_charge": 0}

***

What should be chosen as the most stable of them? Choose 1.

***

1:
{"formula": "C3H12O4", "method": "the ωB97M-V functional and the def2-TZVPD basis", "elements": ["C", "O", "C", "C", "O", "H", "H", "H", "H", "H", "H", "H", "H", "H", "H", "O", "H", "H", "O"], "xyz": [[0.55990, -1.26375, 0.72458], [0.86144, -2.56250, 1.52656], [-0.11631, -1.56681, -0.67051], [-0.21685, -0.40171, -1.64255], [-1.16479, -0.91046, -2.61964], [1.49567, -0.71943, 0.63806], [-0.05852, -0.77655, 1.56885], [1.77536, -2.83306, 1.54701], [-1.05166, -2.16245, -0.59388], [0.60023, -2.17644, -1.19162], [0.67962, 0.02398, -2.28687], [-0.75552, 0.46097, -1.11995], [-1.67258, -0.13246, -2.90564], [-3.14478, 4.20961, -0.68576], [-3.84431, 3.44584, 0.52126], [-3.22053, 4.08984, 0.31068], [2.83067, 1.39951, 1.33432], [4.13971, 1.43886, 1.80423], [3.22959, 1.53503, 2.14501]], "mulliken_charge": [-0.24, -0.55, -0.36, -0.25, -0.50, 0.16, 0.26, 0.28, 0.28, 0.16, 0.21, 0.26, 0.30, 0.33, 0.31, -0.64, 0.28, 0.32, -0.61], "gap_ev": 10.7, "total_charge": 0}

***

2:
{"formula": "C3H12O4", "method": "the ωB97M-V functional and the def2-TZVPD basis", "elements": ["C", "O", "C", "C", "H", "H", "H", "H", "H", "H", "H", "H", "O", "H", "H", "O", "H", "H", "O"], "xyz": [[-1.12186, -0.31126, -1.03311], [-0.92117, -1.46360, -0.40054], [-1.86400, 0.64420, -0.16986], [-1.47113, 1.93577, -0.18449], [-1.92121, -0.42301, -1.82475], [-0.29625, 0.15237, -1.57090], [-0.00902, 0.26371, 0.91162], [-2.67309, 0.20261, 0.39721], [-1.67521, 2.60638, 0.64903], [-0.74229, 2.39544, -0.84625], [1.23695, -0.81658, -0.76716], [2.47958, -0.29632, -1.14463], [1.75047, -0.75938, -1.58581], [1.89540, -0.24378, 1.28782], [1.59097, 1.24345, 1.22393], [2.33326, 0.63338, 1.22028], [-0.03053, -1.55676, 0.61222], [0.74015, -2.53029, 1.83154], [0.69895, -1.67634, 1.39387]], "mulliken_charge": [-0.65, -0.58, -0.01, -0.49, 0.29, 0.37, 0.17, 0.32, 0.29, 0.31, 0.37, 0.36, -0.67, 0.33, 0.35, -0.59, 0.30, 0.25, -0.72], "gap_ev": 6.4, "total_charge": 0}

***

3:
{"formula": "C3H12O4", "method": "the ωB97M-V functional and the def2-TZVPD basis", "elements": ["C", "C", "C", "O", "H", "H", "H", "H", "H", "H", "H", "H", "O", "H", "H", "O", "H", "H", "O"], "xyz": [[2.07101, -0.64834, -1.71165], [1.20045, 0.55840, -1.09359], [1.75436, 1.51470, -0.37502], [0.85383, 2.49583, -0.07734], [2.88007, -0.88080, -1.01958], [1.20277, -1.43693, -1.68834], [2.20400, -0.52384, -2.78704], [0.06907, 0.52052, -1.17257], [2.77133, 1.62286, 0.07024], [1.17845, 3.17635, 0.44638], [-0.97631, -2.81097, 1.92324], [-2.53247, -2.71240, 1.55632], [-1.80038, -3.33673, 1.84842], [-0.36926, 1.31858, 0.47168], [-1.69804, 1.84901, 1.21107], [-1.09838, 1.16926, 1.04465], [-3.27386, -0.41009, 0.21085], [-1.91543, -0.42929, 0.76984], [-2.52120, -1.03611, 0.37244]], "mulliken_charge": [-0.96, -0.29, 0.00, -0.48, 0.31, 0.24, 0.29, 0.36, 0.25, 0.29, 0.29, 0.37, -0.65, 0.37, 0.26, -0.72, 0.28, 0.45, -0.66], "gap_ev": 9.6, "total_charge": 0}

***

What should be chosen as the most stable of them? Choose 3.

***

1:
{"formula": "C3H12O4", "method": "the ωB97M-V functional and the def2-TZVPD basis", "elements": ["C", "O", "C", "C", "O", "H", "H", "H", "H", "H", "H", "H", "H", "H", "H", "O", "H", "H", "O"], "xyz": [[1.63724, 0.63838, -1.93494], [2.41890, 1.74095, -2.40457], [2.04374, -0.13663, -0.67943], [0.77142, -0.89559, -0.21726], [-0.35518, -0.09946, 0.18409], [0.63961, 1.13600, -1.89098], [1.52888, -0.02008, -2.80746], [3.36055, 1.55932, -2.48768], [2.85904, -0.76836, -1.00515], [2.34162, 0.68683, -0.02234], [0.45877, -1.60865, -1.00161], [1.06944, -1.26168, 0.76196], [-1.07759, -0.54946, -0.30889], [-4.14484, -0.73212, -1.50279], [-4.47996, -1.55670, -0.25943], [-3.75527, -1.35566, -0.87728], [-2.35877, 1.56129, 5.75337], [-1.46862, 0.36079, 5.24706], [-1.48898, 1.30082, 5.45334]], "mulliken_charge": [-0.54, -0.54, -0.37, -0.52, -0.51, 0.28, 0.34, 0.28, 0.30, 0.30, 0.42, 0.24, 0.32, 0.32, 0.32, -0.63, 0.32, 0.32, -0.64], "gap_ev": 10.3, "total_charge": 0}

***

2:
{"formula": "C3H12O4", "method": "the ωB97M-V functional and the def2-TZVPD basis", "elements": ["O", "C", "C", "C", "H", "H", "H", "H", "H", "H", "H", "H", "O", "H", "H", "O", "H", "H", "O"], "xyz": [[1.49314, -0.08376, 0.44448], [0.71233, 0.16182, -0.56623], [-0.71362, 0.39275, -0.39263], [-1.34610, 0.12369, 1.00123], [1.21463, 0.30009, -1.49855], [-1.33123, -0.16105, -1.11438], [-0.93600, 1.44210, -0.59075], [-0.91609, 0.78198, 1.79619], [-1.14282, -0.85128, 1.32538], [-2.36189, 0.46258, 0.99034], [0.84332, -2.26847, -1.03883], [0.40936, -3.47701, -1.56237], [0.85158, -3.14128, -0.78069], [5.42051, 0.66115, 1.95261], [4.09417, -0.05293, 2.44538], [4.87659, -0.22055, 1.92973], [-3.62272, 2.11623, -2.16497], [-4.22163, 1.95647, -0.88818], [-3.32352, 1.85747, -1.28777]], "mulliken_charge": [-0.49, -0.46, 0.06, -1.15, 0.53, 0.29, 0.24, 0.28, 0.34, 0.35, 0.26, 0.32, -0.57, 0.32, 0.31, -0.63, 0.28, 0.30, -0.58], "gap_ev": 10.2, "total_charge": 0}

***

What should be chosen as the most stable of them? Choose 1.

***

1:
{"formula": "C2H4NO3P", "method": "the ωB97M-V functional and the def2-TZVPD basis", "elements": ["C", "C", "N", "O", "O", "O", "P", "H", "H", "H", "H"], "xyz": [[0.15896, -1.72705, 0.07949], [-0.65689, -0.40326, 0.05340], [0.08029, 0.77352, 0.37448], [-0.15208, -2.87614, 0.04432], [3.26975, 0.49126, 0.40441], [1.43982, -1.43779, 0.06729], [1.98364, 0.11248, -0.21676], [-0.98423, -0.28242, -1.13191], [-1.60754, -0.51868, 0.60166], [0.27243, 0.99805, 1.29914], [2.11848, 0.23945, -1.58394]], "mulliken_charge": [0.64, -0.32, -0.62, -0.54, -0.52, -0.27, 0.63, 0.22, 0.36, 0.32, 0.10], "gap_ev": 10.6, "total_charge": 0}

***

2:
{"formula": "C2H4NO3P", "method": "the ωB97M-V functional and the def2-TZVPD basis", "elements": ["C", "C", "N", "O", "O", "O", "P", "H", "H", "H", "H"], "xyz": [[0.32500, 1.85554, 0.21798], [0.58900, 0.42900, 0.51186], [-0.18687, -0.47971, -0.35241], [0.99911, 2.81416, 0.31564], [-3.53838, 0.30893, 0.78438], [-1.03730, 1.89012, -0.28525], [-1.66594, 0.40922, -0.58496], [1.70727, 0.14462, 0.18803], [0.47521, 0.36576, 1.66803], [-0.13949, -1.38394, 0.04605], [-1.65499, 0.42768, -2.07581]], "mulliken_charge": [0.41, -0.20, -0.36, -0.44, -0.48, -0.29, 0.39, 0.29, 0.25, 0.30, 0.13], "gap_ev": [8.5, 8.6], "total_charge": 0}

***

What should be chosen as the most stable of them? Choose 1.